[1]
DFT (the ωB97M-V functional and the def2-TZVPD basis) results for a single C23H30N2O4 molecule.

- LUMO: 0.65 eV
- ΔE to the lowest compared entry with this formula, charge and spin: 52.0 kcal/mol
- E_HOMO: -7.464 eV
- SMILES: COc1cc(O)c([C@H](CC(=O)N2CCCC2)c2ccc(N(C)C)cc2)c(OC)c1
- Frontier orbital gap: 8.1 eV
- Total charge: 0

XYZ file:
```
59
Properties=species:S:1:pos:R:3:forces:R:3:mulliken_charge:R:1
O 1.100 -0.439 -2.420 0.1 -0.2 0.5 -0.25
O 5.658 -1.692 -2.096 -0.4 0.1 0.0 -0.44
O 2.569 -2.729 1.452 0.0 0.0 0.1 -0.59
O -2.394 -3.008 0.526 0.0 -0.3 0.4 -0.70
N -1.249 3.273 2.596 0.0 0.2 0.2 -0.02
N -2.794 -1.011 -0.393 -0.3 0.1 0.1 0.13
C 6.735 -2.287 -1.415 0.2 -0.1 0.1 -0.87
C -2.001 3.225 3.825 0.1 0.0 0.0 -1.20
C 2.849 -2.193 0.231 0.0 0.2 -0.5 1.13
C -2.015 -2.092 -0.185 0.1 0.0 -0.5 -0.15
C -0.821 -0.333 1.871 0.2 0.0 -0.1 -0.81
C 0.506 0.925 0.356 0.0 0.0 0.1 0.12
C 4.431 -1.700 -1.502 -0.2 0.0 0.1 0.18
C 4.150 -2.245 -0.262 0.4 -0.1 0.0 -0.94
C -0.659 -2.097 -0.862 -0.1 -0.1 0.2 -0.56
C -4.069 -0.898 0.298 -0.2 -0.3 0.2 -0.66
C -3.505 1.198 -0.678 0.0 -0.1 -0.1 -0.26
C 0.074 2.095 0.949 -0.1 0.1 -0.1 -0.93
C 3.410 -1.098 -2.232 0.1 0.1 -0.3 -0.71
C -2.525 0.155 -1.211 0.2 0.3 -0.3 0.13
C 1.367 0.134 -3.675 0.0 0.1 -0.3 -1.10
C 1.806 -1.608 -0.487 -0.1 -0.2 0.3 -1.32
C 0.428 -1.624 0.134 -0.1 0.0 -0.1 0.38
C -1.270 0.831 2.463 -0.1 0.2 0.1 -0.16
C 2.117 -1.045 -1.736 0.3 -0.1 0.1 1.26
C 0.050 -0.314 0.789 0.1 0.0 0.3 -0.77
C -1.616 4.394 1.762 0.0 0.1 0.0 -1.11
C -0.848 2.081 2.001 0.1 -0.2 0.0 0.42
C -4.715 0.351 -0.291 0.1 0.0 0.0 -0.73
H -2.705 4.439 1.612 0.0 0.0 0.0 0.30
H -3.737 1.965 -1.415 0.0 0.1 0.0 0.49
H 1.217 0.988 -0.452 0.1 0.0 -0.1 0.42
H -1.170 -1.281 2.253 -0.1 -0.1 0.0 0.48
H -1.143 4.324 0.788 0.0 0.0 0.0 0.39
H 2.104 0.939 -3.604 0.0 0.0 0.0 0.40
H 4.917 -2.714 0.337 0.1 0.0 0.0 0.31
H 6.933 -1.787 -0.462 0.0 0.0 0.0 0.34
H -1.965 0.756 3.285 -0.1 0.0 0.1 0.45
H -5.292 0.096 -1.181 0.0 0.0 0.0 0.33
H 6.559 -3.353 -1.239 0.0 0.0 0.0 0.34
H 0.474 3.034 0.598 0.0 0.1 0.0 0.52
H 3.370 -3.112 1.827 -0.1 0.1 -0.1 0.34
H -1.491 0.482 -1.118 -0.1 0.0 -0.1 -0.13
H 7.598 -2.169 -2.068 0.0 0.0 0.1 0.26
H -1.998 4.224 4.265 0.0 0.0 0.0 0.32
H -0.664 -1.478 -1.752 0.0 -0.1 0.0 0.24
H 0.455 -2.373 0.931 -0.1 0.1 -0.2 0.81
H -1.521 2.543 4.525 -0.1 0.0 0.1 0.38
H -3.047 2.918 3.681 0.0 0.0 0.0 0.36
H -3.887 -0.788 1.373 -0.1 0.0 0.0 0.29
H -0.430 -3.126 -1.142 -0.1 0.0 0.0 0.66
H -4.658 -1.806 0.148 0.0 0.1 0.1 0.33
H -3.080 1.673 0.207 0.0 0.0 0.0 -0.24
H -2.738 -0.070 -2.266 0.1 0.1 0.0 0.28
H 1.713 -0.614 -4.396 0.0 0.0 0.0 0.37
H -5.372 0.849 0.418 -0.1 0.0 0.0 0.39
H 3.673 -0.680 -3.188 0.0 0.1 -0.1 0.50
H -1.300 5.325 2.239 0.0 0.0 -0.1 0.35
H 0.417 0.547 -4.014 0.1 0.0 0.0 0.24
```
Forces are in eV/Å.



[2]
DFT (the ωB97M-V functional and the def2-TZVPD basis) results for 2 unconnected molecules or ions with the total composition C2H6O3Si.

- LUMO (spin up / spin down): -0.97 / -0.99 eV
- ΔE to the lowest compared entry with this formula, charge and spin: 149.8 kcal/mol
- E_HOMO (spin up / spin down): -7.482 / -7.461 eV
- Frontier orbital gap (spin up / spin down): 6.5 / 6.5 eV
- Total charge: 0

XYZ file:
```
12
Properties=species:S:1:pos:R:3:forces:R:3:mulliken_charge:R:1
Si -2.515 0.247 0.182 4.4 2.1 1.0 0.53
O 0.808 1.704 -0.814 0.3 -1.5 0.2 -0.42
O 2.395 -0.924 -0.289 -1.0 1.2 -0.1 -0.49
O 0.431 -1.499 0.843 1.2 -1.1 0.2 -0.48
C 0.393 0.577 -0.105 -1.6 -0.2 -0.1 -0.28
C 1.099 -0.535 0.115 -0.8 0.1 0.2 0.49
H 1.068 -1.936 1.449 -0.5 0.4 -0.5 0.30
H -2.252 1.501 -0.516 -0.8 0.2 -0.2 -0.05
H 2.609 -0.342 -1.047 0.1 -0.7 0.5 0.28
H -2.195 0.415 1.626 -0.7 -0.3 -0.3 -0.03
H -3.516 -0.618 -0.307 -0.6 -1.0 -0.4 -0.06
H 1.677 1.411 -1.136 -0.1 0.9 -0.3 0.21
```
Forces are in eV/Å.



[3]
DFT (the ωB97M-V functional and the def2-TZVPD basis) results for 2 unconnected molecules or ions with the total composition C3H4NO2.

- LUMO: 3.70 eV
- ΔE to the lowest compared entry with this formula, charge and spin: 62.5 kcal/mol
- E_HOMO: -1.369 eV
- Frontier orbital gap: 5.1 eV
- Total charge: -1

XYZ file:
```
10
Properties=species:S:1:pos:R:3:forces:R:3:mulliken_charge:R:1
O -0.466 -0.761 4.388 -0.2 0.1 -0.1 -0.41
O 1.081 -1.863 3.072 0.0 0.0 -0.3 -0.40
N -0.823 -0.056 1.111 -0.4 -0.3 1.1 -0.73
C -0.235 0.761 0.119 0.3 0.6 -0.4 -0.43
C 0.260 -1.266 3.635 0.1 0.1 0.1 0.70
C -0.086 -0.707 0.094 0.3 -0.5 -0.5 -0.30
H 0.909 -1.136 0.308 0.0 0.0 0.0 0.10
H -0.602 -1.285 -0.696 0.0 0.0 0.0 0.13
H -0.868 1.246 -0.652 0.1 0.0 0.1 0.19
H 0.662 1.379 0.333 -0.1 -0.1 0.0 0.14
```
Forces are in eV/Å.



[4]
DFT (the ωB97M-V functional and the def2-TZVPD basis) results for a molecular structure, C12H6N3O9Rh.

- Expectation value of S²: 6.032
- LUMO (spin up / spin down): -2.08 / -4.94 eV
- ΔE to the lowest compared entry with this formula, charge and spin: 5.0 kcal/mol
- 2S+1: 5
- E_HOMO (spin up / spin down): -7.451 / -10.406 eV
- Frontier orbital gap (spin up / spin down): 5.4 / 5.5 eV
- Total charge: 0

XYZ file:
```
31
Properties=species:S:1:pos:R:3:forces:R:3:lowdin_spin:R:1
Rh 0.604 -0.221 0.287 -1.5 0.9 0.3 1.66
O 2.012 -3.086 -4.890 -0.1 0.0 -0.1 0.01
O -3.396 3.612 4.282 0.1 -0.1 0.0 0.00
O 0.567 1.362 4.174 0.1 -0.1 -0.1 0.01
O -1.049 0.171 -1.028 0.1 0.1 0.3 0.18
O 2.294 -1.004 0.680 1.0 -0.3 0.7 0.52
O 0.955 0.358 2.215 0.5 -0.2 0.2 0.04
O -1.929 -0.152 -3.052 0.0 0.1 0.2 0.02
O 4.047 -2.267 -0.035 0.7 -0.1 0.8 0.63
O -1.464 2.848 5.059 0.1 0.1 0.4 0.00
N -1.174 1.126 1.175 0.4 -0.1 0.2 0.12
N 0.987 -1.117 -1.413 0.9 -1.0 -1.4 0.15
N -2.338 1.605 0.755 -0.1 0.0 -0.1 0.01
C 1.738 -2.467 -3.730 0.0 0.2 0.4 0.05
C 2.567 -2.490 -2.638 0.0 -0.2 -0.4 0.09
C 2.187 -1.809 -1.472 0.1 0.5 1.2 0.14
C -1.052 -0.314 -2.240 0.2 -0.3 -0.6 0.01
C -2.380 2.982 4.122 -0.4 0.1 -0.3 0.00
C 0.192 -1.114 -2.506 -0.1 0.3 0.6 0.02
C 0.262 1.071 3.029 -0.5 0.3 0.0 0.01
C 0.506 -1.751 -3.658 0.1 -0.2 -0.4 0.08
C -2.941 2.325 1.712 0.0 0.1 0.2 0.00
C 2.921 -1.731 -0.262 -1.6 0.1 -2.0 0.24
C -1.012 1.534 2.417 -0.2 0.1 -0.1 0.00
C -2.114 2.311 2.821 0.3 -0.2 0.0 0.00
H -0.162 -1.721 -4.507 -0.1 0.1 0.1 0.00
H 2.860 -3.538 -4.839 0.1 0.0 0.0 0.00
H 3.513 -3.017 -2.637 0.0 0.0 0.0 0.00
H -3.896 2.803 1.576 0.0 0.0 0.0 0.00
H -0.680 2.304 4.792 0.0 0.0 -0.1 0.00
H -2.624 1.386 -0.188 0.0 0.0 0.0 0.00
```
Forces are in eV/Å.



[5]
DFT (the ωB97M-V functional and the def2-TZVPD basis) results for 22 unconnected molecules or ions with the total composition C46H77Cl42F5N2O7P.

- LUMO: -3.70 eV
- E_HOMO: -10.357 eV
- Frontier orbital gap: 6.7 eV
- Total charge: +1

XYZ file:
```
180
Properties=species:S:1:pos:R:3:forces:R:3:mulliken_charge:R:1
Cl -11.338 4.029 -8.405 0.0 0.1 -0.2 -0.09
Cl -4.260 -5.645 -3.894 0.0 0.0 0.0 -0.15
Cl 3.028 1.301 6.518 -0.1 0.0 -0.1 -0.10
Cl -0.829 3.216 -2.333 0.2 0.1 0.0 0.00
Cl -7.032 -0.627 -3.273 0.0 0.0 0.0 -0.06
Cl -2.997 -6.394 7.436 0.0 0.0 0.0 -0.17
Cl -0.984 -7.282 -0.832 0.1 -0.1 0.0 -0.12
Cl -2.888 -3.708 8.636 0.0 -0.2 0.1 -0.12
Cl 7.386 -3.584 -1.640 -0.1 0.0 -0.1 -0.14
Cl -16.094 3.187 -6.479 0.0 0.0 0.0 -0.14
Cl 2.195 7.270 -8.503 0.0 0.0 0.0 -0.13
Cl -15.139 3.798 -3.780 0.0 0.0 0.0 -0.13
Cl -4.494 -3.780 3.705 0.0 0.0 0.0 -0.19
Cl 1.903 -7.616 -0.400 0.0 0.0 0.0 -0.16
Cl 7.649 -0.142 -3.805 0.1 0.0 0.1 -0.14
Cl -3.667 3.893 -2.675 0.0 0.0 0.0 -0.15
Cl 11.725 2.279 3.351 0.0 -0.1 0.0 -0.17
Cl -3.425 -4.956 -1.177 -0.3 -0.2 0.1 -0.01
Cl -2.883 -2.237 5.603 0.1 0.2 -0.1 -0.18
Cl -8.462 3.495 -8.231 0.0 0.1 0.0 -0.08
Cl -0.193 3.918 -7.680 0.0 0.0 0.0 -0.16
Cl -13.386 0.838 -5.169 0.0 -0.1 0.0 -0.16
Cl 3.849 6.112 -6.370 0.1 0.0 0.0 -0.13
Cl -11.016 2.543 -5.363 0.0 0.1 0.2 -0.14
Cl -5.999 -0.101 -0.572 -0.1 0.0 0.1 -0.10
Cl -6.114 -0.490 -6.614 0.1 0.0 0.0 -0.16
Cl -0.682 5.851 -5.534 0.2 0.2 -0.2 -0.22
Cl 0.044 2.998 4.265 0.1 -0.1 0.0 -0.16
Cl -11.204 -3.640 -8.896 0.0 0.0 0.0 -0.17
Cl -8.971 0.109 -6.769 0.0 0.0 -0.1 0.04
Cl 8.115 7.856 10.475 0.0 0.0 0.0 -0.15
Cl -12.277 -0.989 -8.258 0.0 0.0 0.0 -0.14
Cl 6.512 5.682 11.594 0.4 0.1 0.4 -0.13
Cl 4.996 -3.133 -0.032 -0.4 0.0 0.1 -0.09
Cl 2.948 6.538 10.227 0.0 0.0 0.0 -0.15
Cl 6.966 -0.898 -6.552 0.0 0.0 0.0 -0.17
Cl 3.679 4.541 8.215 0.0 0.2 -0.1 -0.12
Cl 4.959 -1.502 5.410 0.1 -0.1 -0.2 -0.05
Cl 6.069 -4.164 4.851 0.1 0.0 0.0 -0.15
Cl -0.688 4.813 6.443 0.0 0.0 0.0 -0.15
Cl 4.831 -0.043 8.401 0.0 0.1 0.3 -0.17
Cl 9.365 2.590 5.060 -0.1 -0.1 0.0 -0.17
P -1.053 -0.809 -2.176 0.1 0.2 -2.0 -0.22
F 3.373 -0.530 -4.725 -0.7 -0.3 0.4 -0.30
F 0.650 0.812 -3.810 0.3 0.1 0.2 -0.20
F 1.372 -1.370 -4.745 0.4 0.0 0.5 -0.23
F 2.655 1.438 -3.365 -0.4 -0.1 0.0 -0.39
F 2.727 -1.816 -3.084 -0.3 0.2 -0.3 -0.15
O 8.859 -0.063 0.670 0.2 0.2 0.5 -0.39
O 4.604 1.855 -0.740 -0.4 -0.4 0.5 -0.32
O 3.595 0.367 1.387 0.2 -0.2 0.0 -0.78
O 9.609 -1.003 2.560 0.2 0.1 -0.1 -0.54
O 1.577 -2.645 3.731 0.4 -0.3 -0.3 -0.56
O -0.203 -3.474 2.677 -0.1 -0.1 0.2 -0.53
O 4.582 0.247 -2.278 0.0 -0.7 0.4 -0.41
N -0.840 -1.004 0.767 0.2 0.0 0.1 -0.61
N 0.366 -0.521 0.200 -0.2 0.4 -0.1 1.18
C 1.382 -0.311 1.034 0.1 -0.2 0.7 1.73
C 3.626 7.471 -7.486 0.0 0.1 0.0 -0.27
C 0.615 3.900 5.688 0.0 0.1 0.2 -0.13
C 0.424 -0.339 -1.150 -0.8 -0.4 0.4 -0.08
C -4.669 -5.723 -2.180 -0.1 0.0 0.0 -0.42
C 1.773 0.419 -3.193 0.2 -0.2 -0.3 0.38
C 1.605 0.148 -1.692 -0.2 0.0 0.1 0.70
C 7.533 -1.823 1.759 0.3 0.3 -0.1 0.08
C -12.501 2.008 -6.152 0.0 0.1 -0.1 -0.10
C 7.941 1.026 0.766 -0.8 -0.3 -0.5 -0.98
C 6.048 1.841 -0.748 0.8 0.2 0.1 -0.90
C 2.320 -0.870 -3.953 0.4 0.4 -0.6 0.77
C 2.694 0.372 -0.844 0.7 0.9 0.0 0.28
C -1.574 -0.100 1.301 -0.1 0.0 -0.3 0.58
C 9.972 2.133 3.460 0.0 0.2 -0.2 0.44
C -2.003 4.477 -2.767 -0.1 0.1 -0.1 0.05
C -2.985 -3.705 4.628 0.1 -0.1 0.0 1.35
C -16.368 2.975 -4.744 0.0 -0.1 0.0 -0.31
C 3.197 -4.852 3.008 -0.4 0.3 0.2 -1.32
C -1.375 1.381 1.200 -0.1 -0.3 -0.1 -0.90
C 0.312 -7.445 0.353 -0.1 0.0 0.1 0.36
C 1.311 -0.579 2.508 0.2 0.0 -0.3 -0.78
C 0.964 -3.580 2.927 -0.5 -0.1 -0.1 0.45
C 6.520 -1.010 -4.848 -0.1 0.0 0.0 0.54
C 1.806 -4.709 2.376 0.8 0.4 0.4 0.22
C -11.538 -2.464 -7.622 0.0 0.0 0.1 -0.05
C -7.337 0.713 -7.053 0.0 0.0 0.1 -0.58
C -0.490 -3.419 -1.095 -0.6 0.3 0.7 -0.89
C 4.052 0.816 -1.363 0.5 0.2 -0.6 0.11
C -1.421 -2.609 -2.011 0.6 -0.3 0.5 -0.78
C 6.632 0.668 0.032 0.2 0.1 0.0 1.06
C 4.257 5.578 9.541 -0.2 0.0 0.0 -0.11
C -7.282 -0.852 -1.543 -0.1 0.0 0.0 -0.45
C -3.534 0.104 -2.820 0.0 0.0 -0.2 -1.75
C -2.724 -0.598 2.102 0.3 0.1 0.2 -1.20
C 2.300 -1.696 2.956 -0.5 0.7 0.2 0.08
C 8.754 -0.942 1.729 0.1 -0.4 0.2 0.42
C -3.268 -5.416 8.885 0.0 0.0 0.2 -0.27
C 7.791 6.870 11.902 0.1 0.1 0.0 -0.29
C -9.714 4.673 -8.653 0.0 0.1 0.0 -0.41
C 5.617 -2.994 6.097 0.0 0.0 0.1 -0.55
C 3.594 1.198 8.197 0.1 0.0 0.1 -0.08
C 2.579 0.149 0.513 -0.2 -0.2 -0.4 -0.26
C -2.513 0.196 -1.689 0.0 -0.6 0.5 1.17
C 5.622 -3.624 -1.619 0.2 0.0 -0.2 -0.05
C 0.510 4.798 -6.325 0.1 -0.1 0.0 1.01
H 6.442 1.860 -1.760 -0.2 -0.1 -0.2 0.29
H 6.502 -2.744 6.670 0.0 0.0 -0.1 0.45
H 5.234 -2.936 -2.363 0.0 0.1 0.1 -0.23
H 2.786 -2.161 2.093 0.0 -0.2 0.0 0.25
H 1.573 0.362 2.989 0.0 0.0 0.2 0.21
H -2.938 -4.563 5.289 -0.1 0.0 0.1 -0.13
H 0.119 -8.319 0.963 0.0 -0.1 -0.1 0.38
H -2.157 -3.711 3.932 0.0 0.1 -0.1 -0.79
H 7.470 7.517 12.709 -0.1 0.0 0.0 0.28
H 1.008 3.190 6.404 -0.1 -0.1 0.0 0.05
H 1.387 4.588 5.367 0.0 0.0 -0.1 0.30
H -17.338 3.387 -4.495 0.0 0.1 0.0 0.33
H 0.320 -0.874 2.819 -0.1 0.0 0.0 0.28
H -1.318 -3.015 -3.015 0.0 0.2 -0.2 0.53
H 4.045 -0.476 1.541 0.1 0.1 0.1 -0.07
H 6.697 -1.218 2.113 -0.2 -0.1 -0.1 -0.09
H 1.228 -5.617 2.499 -0.2 0.0 0.0 0.44
H 7.677 -2.635 2.460 0.1 -0.1 0.1 0.42
H 8.389 1.915 0.329 0.4 -0.1 -0.1 0.43
H 5.538 -0.577 -4.715 0.1 0.0 0.0 -0.30
H 3.492 -5.892 3.091 0.2 -0.1 -0.2 0.46
H -0.860 -3.359 -0.072 0.1 0.0 0.1 0.11
H 7.722 1.249 1.811 0.1 0.1 0.1 0.52
H 5.925 0.333 0.775 -0.4 0.0 0.1 -0.52
H -5.607 -5.205 -2.020 0.0 0.1 0.0 0.29
H 4.498 7.533 -8.126 0.0 -0.1 0.0 0.28
H -9.603 4.931 -9.698 0.0 -0.1 0.0 0.33
H -16.330 1.916 -4.518 0.1 0.0 0.0 0.25
H -0.814 1.676 0.320 0.2 0.0 0.0 0.18
H 1.916 -4.502 1.310 -0.2 -0.2 -0.2 -0.01
H 4.671 4.949 10.316 -0.2 -0.1 -0.2 0.07
H -12.238 1.535 -7.090 0.1 -0.1 0.0 0.14
H -12.222 -2.909 -6.909 -0.1 0.0 0.0 0.29
H -4.754 -6.762 -1.886 0.1 0.0 0.0 0.33
H 6.373 2.763 -0.276 -0.4 0.2 0.1 0.58
H 2.750 0.957 8.831 0.0 -0.1 -0.1 0.34
H -3.671 -0.232 1.715 -0.1 0.0 -0.1 0.36
H -2.363 1.825 1.116 0.0 0.2 0.2 0.63
H 0.318 -6.550 0.961 0.0 0.0 -0.1 -0.46
H -13.141 2.867 -6.320 0.0 0.0 0.1 0.23
H -4.311 -5.499 9.164 0.0 0.0 -0.1 0.27
H 1.319 5.418 -6.691 -0.1 0.0 0.0 -0.48
H 6.522 -2.055 -4.559 0.1 0.0 0.0 0.11
H -7.293 -1.914 -1.328 0.1 0.0 0.0 0.25
H -2.601 -0.194 3.110 -0.1 0.0 0.1 0.44
H -0.485 -4.472 -1.351 0.2 -0.1 -0.3 0.56
H -3.067 0.117 -3.802 0.0 0.2 -0.1 0.37
H 3.059 -1.257 3.593 0.1 -0.2 0.1 -0.16
H -4.253 0.912 -2.755 0.0 0.2 0.0 0.45
H -2.631 -5.799 9.674 0.0 0.0 0.0 0.28
H -2.174 1.216 -1.515 -0.1 0.0 -0.1 -0.29
H -8.226 -0.399 -1.265 0.0 0.1 0.0 0.35
H 3.514 8.377 -6.904 -0.1 0.0 0.0 0.27
H 3.936 -4.286 2.450 0.2 -0.1 -0.1 0.13
H 9.529 2.800 2.729 0.1 0.1 0.1 0.15
H 0.872 4.083 -5.594 -0.1 0.0 0.0 -0.17
H -1.777 4.775 -3.788 -0.2 -0.1 0.3 -0.24
H -10.602 -2.200 -7.142 0.0 0.0 -0.1 0.05
H 5.296 -4.636 -1.825 0.0 0.0 0.1 0.47
H -2.464 -2.767 -1.750 0.0 0.3 0.2 0.39
H -4.107 -0.815 -2.739 0.0 -0.2 0.0 0.29
H -9.589 5.548 -8.027 0.0 -0.1 0.1 0.29
H -1.888 5.305 -2.079 0.0 0.0 0.0 0.38
H -7.225 0.953 -8.103 0.0 -0.1 0.0 0.38
H 3.191 -4.443 4.014 0.0 0.0 0.1 0.28
H -2.993 -0.208 -0.796 0.1 0.2 0.2 -0.17
H -0.884 1.750 2.097 0.0 0.1 0.1 -0.44
H 6.844 -0.186 -0.606 0.0 0.0 -0.2 0.26
H 4.005 2.169 8.453 0.1 -0.3 0.0 0.00
H 4.862 -3.438 6.735 -0.1 0.0 -0.1 0.34
H -2.700 -1.679 2.178 -0.2 -0.1 -0.1 0.13
H 5.015 6.245 9.151 0.0 0.0 -0.1 0.33
H 9.686 1.113 3.242 0.2 -0.1 0.2 -0.21
H 0.522 -3.017 -1.060 0.2 -0.2 -0.3 0.18
H -7.186 1.594 -6.440 0.0 0.0 0.1 0.32
H 8.695 6.339 12.173 0.0 0.0 -0.1 0.29
H 7.336 -2.211 0.768 -0.1 0.1 0.0 -0.28
```
Forces are in eV/Å.



[6]
DFT (the ωB97M-V functional and the def2-TZVPD basis) results for 2 unconnected molecules or ions with the total composition C5H11NO.

- LUMO: -2.00 eV
- ΔE to the lowest compared entry with this formula, charge and spin: 149.8 kcal/mol
- E_HOMO: -7.345 eV
- Frontier orbital gap: 5.3 eV
- Total charge: 0

XYZ file:
```
18
Properties=species:S:1:pos:R:3:forces:R:3:mulliken_charge:R:1
O 0.402 -2.191 -0.651 -0.9 -0.5 -1.0 -0.21
N -0.373 1.380 1.003 0.5 -0.3 -1.5 -0.65
C 0.285 0.108 -1.019 -0.2 1.9 -0.4 -0.22
C 0.216 -1.334 -1.419 1.4 -0.3 1.8 -0.04
C -2.158 0.553 -0.451 0.1 0.4 0.9 -1.40
C -0.762 0.365 0.150 -1.7 -0.4 2.0 0.46
C 0.612 0.938 1.936 0.4 -0.3 1.0 -0.81
H -2.174 1.410 -1.121 -0.1 -0.3 -0.5 0.34
H 1.276 0.281 -0.591 0.2 -0.3 -0.5 0.28
H -2.527 -0.393 -0.839 0.0 0.2 -0.6 0.37
H 1.456 0.374 1.520 0.1 0.1 -0.2 0.22
H 3.256 -2.327 -1.824 -0.2 0.1 0.3 0.21
H 1.025 1.745 2.542 0.0 0.3 -0.3 0.33
H -2.843 0.831 0.355 0.1 -0.1 0.0 0.36
H -0.779 -0.582 0.732 0.2 -0.4 -0.3 0.32
H 0.065 0.826 -1.805 0.1 -0.1 -0.1 0.37
H 0.200 0.241 2.700 -0.3 0.0 -0.4 0.30
H 2.821 -2.225 -1.219 0.3 -0.1 -0.3 -0.21
```
Forces are in eV/Å.



Going through the records in order, we get strongest force on any atom values of 0.010; 0.097; 0.023; 0.051; 0.040; 0.052 Eh/bohr.
Going through the records in order, we get electronic energy values of -35507.928; -16185.429; -8759.700; -38442.979; -615074.875; -8895.200 eV.